Molecular formula: C52H53CsFN7O4Te
Method: DFT, ωB97M-V with the def2-TZVPD basis set

energy relative to the best compared isomer or geometry (same formula, charge and spin)	12.7	kcal/mol
molecular weight	1119.54	g mol⁻¹
gap between HOMO and LUMO (alpha / beta)	3.88 / 3.55	eV
HOMO (alpha / beta)	-0.918 / -0.598	eV

```
! RIJCOSX wB97M-V def2-TZVPD def2/J DEFGRID3
* xyz -2 1
Cs -1.1545 1.3560 -1.1850
C 1.7234 -5.3814 3.1643
C 0.8189 -4.2801 2.6919
C -0.4503 -4.1181 3.1743
C -1.2816 -3.0261 2.8028
C -2.5964 -3.0126 3.2316
N -3.4703 -1.9530 3.1464
C -3.1837 -0.6960 3.8030
C -3.5760 0.5232 2.9685
C -4.9435 0.4002 2.2935
N -4.7929 -0.2322 1.0195
C -5.6686 -1.0100 0.3879
C -5.4638 -1.4779 -0.9086
C -6.4367 -2.3124 -1.5022
C -6.3286 -2.7547 -2.7963
C -7.3981 -3.6060 -3.4228
C -5.2042 -2.3733 -3.5379
C -4.1960 -1.5891 -3.0037
C -3.0570 -1.2195 -3.8572
N -1.8138 -1.3334 -3.6621
C -1.2724 -1.9301 -2.4759
C 0.1630 -2.3684 -2.7601
C 0.9271 -2.7033 -1.4804
N 1.3378 -1.4840 -0.8375
C 1.1306 -1.3030 0.3927
C 0.5601 -2.2658 1.3599
C 1.3011 -3.3530 1.7499
C -0.7580 -2.0061 1.8874
O -1.4168 -1.0079 1.5344
C -4.2892 -1.0662 -1.6707
O -3.4499 -0.2393 -1.2163
H 1.2107 -6.0371 3.8645
H 2.0788 -5.9777 2.3248
H 2.5969 -4.9626 3.6659
H -0.8495 -4.8299 3.8881
H -3.0046 -3.9317 3.6495
H -4.4432 -2.2174 3.2109
H -3.7152 -0.6560 4.7722
H -2.1126 -0.6523 4.0023
H -3.5446 1.4034 3.6124
H -2.8372 0.6408 2.1795
H -5.6529 -0.1635 2.9138
H -5.3644 1.4116 2.1665
H -3.9678 -0.0147 0.4395
H -6.5801 -1.2771 0.9189
H -7.3063 -2.5802 -0.9121
H -8.1859 -3.8215 -2.7036
H -7.8509 -3.1016 -4.2782
H -6.9899 -4.5528 -3.7776
H -5.1145 -2.7128 -4.5636
H -3.3218 -0.8058 -4.8349
H -1.2697 -1.1844 -1.6731
H -1.8786 -2.7843 -2.1307
H 0.1552 -3.2365 -3.4241
H 0.6669 -1.5461 -3.2670
H 0.2983 -3.3367 -0.8332
H 1.8379 -3.2538 -1.7476
H 1.4276 -0.3319 0.7956
H 2.2950 -3.4885 1.3396
O -1.1903 5.7596 -2.6664
C -0.7307 4.6431 -2.4393
N -0.4862 4.0485 -1.2591
C -0.4681 4.7813 -0.1356
O -0.4846 6.0037 -0.0073
C -0.3254 3.9688 1.1428
C -0.1052 4.6910 2.3198
C 0.0246 4.0178 3.5191
C -0.0485 2.6315 3.5095
C -0.2502 2.0029 2.2896
N -0.4076 2.6448 1.1419
C -0.4556 3.7708 -3.6506
C -0.1728 4.4141 -4.8588
C -0.0376 3.6603 -6.0097
C -0.1777 2.2823 -5.9230
C -0.4357 1.7345 -4.6763
N -0.5845 2.4533 -3.5747
H -0.0420 5.7685 2.2541
H 0.1893 4.5635 4.4423
H 0.0590 2.0497 4.4166
H -0.3045 0.9244 2.2303
H -0.0825 5.4913 -4.8713
H 0.1636 4.1376 -6.9623
H -0.0941 1.6471 -6.7948
H -0.5485 0.6641 -4.5556
C 6.1598 0.2972 7.3310
C 5.5290 0.6811 6.0215
C 4.8440 1.8779 5.8763
C 4.2726 2.2348 4.6663
C 3.5459 3.5362 4.5442
C 4.3693 1.3899 3.5572
Te 3.5229 1.9394 1.7078
C 5.0500 0.1768 3.7040
C 5.1618 -0.7618 2.5443
C 5.6197 -0.1596 4.9193
H 5.9746 1.0549 8.0903
H 7.2395 0.1803 7.2254
H 5.7627 -0.6516 7.6941
H 4.7538 2.5489 6.7259
H 3.5266 4.0726 5.4915
H 2.5234 3.3686 4.2113
H 4.0204 4.1671 3.7929
H 4.1725 -1.0701 2.2077
H 5.7349 -1.6501 2.8050
H 5.6430 -0.2694 1.7001
H 6.1500 -1.1017 5.0173
F 4.4125 0.8460 -8.7924
C 4.0368 0.8294 -7.4613
C 3.7210 2.0252 -6.8251
C 3.3283 2.0032 -5.5133
C 3.2285 0.7837 -4.7708
C 2.8258 0.7629 -3.4613
C 3.5891 -0.4085 -5.4756
C 3.9730 -0.3864 -6.7908
H 3.7929 2.9568 -7.3732
H 3.0698 2.9277 -5.0178
H 2.7430 -0.1580 -2.9129
H 2.5853 1.6735 -2.9399
H 3.5485 -1.3478 -4.9423
H 4.2276 -1.2954 -7.3223
*
```

***

Molecular formula: C52H53CsGeN8OS2SbSe4Te
Method: DFT, ωB97M-V with the def2-TZVPD basis set

energy relative to the best compared isomer or geometry (same formula, charge and spin)	0.0	kcal/mol
molecular weight	1640.90	g mol⁻¹
gap between HOMO and LUMO (alpha / beta)	4.63 / 4.39	eV
HOMO (alpha / beta)	-1.580 / -1.571	eV

```
! RIJCOSX wB97M-V def2-TZVPD def2/J DEFGRID3
* xyz -2 2
Cs -0.7553 -0.6756 -0.9350
C -2.5237 -2.3027 -5.9948
S -1.9216 -3.6585 -4.9785
C -0.7627 -2.8955 -3.8391
S -0.1626 -1.3144 -4.0569
N -0.4105 -3.8222 -2.9860
N 0.1652 -3.4572 -1.8141
C 0.9560 -4.3119 -1.2955
C 1.4294 -4.1548 0.0879
C 2.0929 -5.2223 0.6915
C 2.4770 -5.1223 2.0166
C 2.1919 -3.9555 2.7031
C 1.5483 -2.9351 2.0146
N 1.1762 -3.0133 0.7432
H -2.7520 -2.7021 -6.9838
H -1.7452 -1.5468 -6.0725
H -3.4176 -1.8596 -5.5594
H 1.2036 -5.2342 -1.8231
H 2.2688 -6.1276 0.1234
H 2.9728 -5.9508 2.5092
H 2.4554 -3.8218 3.7443
H 1.3383 -1.9946 2.5081
C 2.6556 -0.9641 -1.6285
C 3.5151 -1.1493 -0.4169
C 4.2776 -2.3039 -0.2301
C 4.9750 -2.4646 0.9506
C 4.8973 -1.4706 1.9167
C 4.1196 -0.3480 1.6541
N 3.4640 -0.1831 0.5066
Sb 3.9629 1.0912 3.2577
C 2.2377 0.1813 4.1854
C 2.4061 -0.5636 5.3449
C 1.2979 -1.2081 5.8849
C 0.0769 -1.0708 5.2584
C -0.0177 -0.2865 4.1036
C -1.3109 -0.1553 3.3672
N 1.0531 0.3236 3.5855
C 2.9216 2.7269 2.3232
C 3.1473 4.0056 2.8288
C 2.5253 5.0809 2.2104
C 1.7118 4.8452 1.1172
C 1.5232 3.5316 0.6799
C 0.6146 3.2112 -0.4642
N 2.1280 2.4999 1.2789
H 3.0471 -1.4613 -2.5169
H 2.5034 0.0943 -1.8375
H 1.6795 -1.4177 -1.4283
H 4.2839 -3.0703 -0.9960
H 5.5604 -3.3599 1.1256
H 5.4225 -1.5695 2.8604
H 3.3828 -0.6493 5.8063
H 1.3910 -1.8100 6.7817
H -0.8088 -1.5646 5.6383
H -2.1616 -0.1065 4.0498
H -1.4790 -1.0316 2.7294
H -1.3085 0.7291 2.7308
H 3.8048 4.1534 3.6785
H 2.6786 6.0910 2.5728
H 1.2119 5.6570 0.6034
H 0.5333 4.0402 -1.1679
H -0.3820 3.0056 -0.0624
H 0.9697 2.3294 -0.9984
Se -4.9836 2.0159 -0.2413
Se -5.0014 3.3642 -2.1128
Te -2.5887 3.8449 -2.4839
Se -2.5843 5.4973 -4.2280
C -4.1875 -3.0545 -1.2535
Ge -3.2352 -2.3077 0.3621
C -2.4620 -4.0225 1.1173
C -2.0004 -5.0572 0.2947
C -1.3370 -6.1654 0.8117
C -1.1063 -6.2738 2.1773
C -1.5534 -5.2597 3.0179
C -2.2177 -4.1600 2.4903
C -4.7913 -2.0493 1.6565
C -4.9387 -0.7709 2.1412
C -6.0082 -0.3850 2.9857
C -6.9525 -1.2939 3.3577
C -6.8606 -2.6347 2.9035
C -7.8291 -3.6010 3.2802
C -7.7308 -4.8964 2.8607
C -6.6485 -5.2864 2.0402
C -5.7092 -4.3711 1.6561
C -5.7803 -3.0105 2.0628
H -4.7656 -3.9641 -1.0646
H -3.4665 -3.2735 -2.0480
H -4.8679 -2.2857 -1.6289
H -2.1528 -4.9942 -0.7797
H -0.9882 -6.9447 0.1401
H -0.5823 -7.1332 2.5819
H -1.3843 -5.3299 4.0885
H -2.5675 -3.3829 3.1678
H -4.2250 -0.0109 1.8339
H -6.0795 0.6445 3.3206
H -7.7858 -1.0099 3.9929
H -8.6544 -3.2871 3.9121
H -8.4800 -5.6235 3.1531
H -6.5600 -6.3172 1.7175
H -4.8746 -4.6716 1.0393
C -2.5501 3.2585 2.4971
O -2.1062 2.6689 1.2912
H -3.3044 2.6417 2.9986
H -2.9780 4.2530 2.3309
H -1.6859 3.3507 3.1581
H -2.9042 2.5119 0.7404
C 5.3374 0.0575 -3.1419
N 5.1827 1.0851 -2.1388
C 4.3154 2.1356 -2.2118
Se 3.1388 2.5135 -3.5458
N 4.5098 2.8587 -1.0765
C 5.4916 2.2923 -0.2852
C 6.0544 2.6636 0.9215
C 7.0521 1.8415 1.4359
C 7.4696 0.6955 0.7611
C 6.9136 0.3353 -0.4616
C 5.9249 1.1570 -0.9697
H 4.5201 0.1585 -3.8518
H 5.2905 -0.9223 -2.6644
H 6.2911 0.1702 -3.6606
H 3.8950 3.6158 -0.8257
H 5.7174 3.5456 1.4496
H 7.4998 2.0905 2.3896
H 8.2349 0.0688 1.2009
H 7.2273 -0.5586 -0.9843
*
```